This record from the Open Molecules 2025 dataset describes a 16-piece molecular cluster, C27H67ClN17O30 overall in a non-equilibrium geometry. The level of theory is the ωB97M-V functional and the def2-TZVPD basis.

Bonds (Å) are listed after each position.
Atoms and positions in Å:
1 C 3.6997 -1.5839 4.7825  C2 1.586, H16 1.122, H17 1.122, H18 1.112
2 C 3.4501 -0.5104 3.6425  C1 1.586, C3 1.569, H19 1.128, H20 1.117
3 C 3.4772 -1.1338 2.2026  C2 1.569, C4 1.582, H21 1.123, H22 1.128
4 C 2.8211 -0.2577 1.0600  C3 1.582, C5 1.574, H23 1.126, H24 1.121
5 C 2.5156 1.2419 1.4287  C4 1.574, C6 1.612, H25 1.114, H26 1.113
6 C 1.4847 1.7917 0.3179  C5 1.612, C7 1.572, H27 1.118, H28 1.124
7 C 0.3311 2.5719 1.0471  C6 1.572, C8 1.586, H29 1.120, H30 1.123
8 C -0.7732 1.6683 1.7392  C7 1.586, C9 1.570, H31 1.127, H32 1.116
9 C -0.5725 0.1210 1.5652  C8 1.570, N10 1.500, H33 1.109, H34 1.122
10 N -1.7006 -0.6724 2.1541  C9 1.500, C11 1.352, C14 1.396
11 C -2.0143 -0.6218 3.4683  N10 1.352, N12 1.378, H35 1.105
12 N -3.0589 -1.5044 3.6353  C11 1.378, C13 1.375, H36 1.018
13 C -3.3765 -2.0867 2.4303  N12 1.375, C14 1.427, H37 1.109
14 C -2.5007 -1.5618 1.4342  N10 1.396, C13 1.427, Cl15 1.749
15 Cl -2.3553 -1.9065 -0.2739  C14 1.749
16 H 2.8603 -2.3278 4.8257  C1 1.122
17 H 3.6131 -1.0033 5.7384  C1 1.122
18 H 4.7015 -2.0623 4.7198  C1 1.112
19 H 2.4146 -0.1147 3.8497  C2 1.128
20 H 4.1730 0.3383 3.7143  C2 1.117
21 H 4.5215 -1.4744 1.9699  C3 1.123
22 H 2.8715 -2.0839 2.2637  C3 1.128
23 H 3.5677 -0.2244 0.2172  C4 1.126
24 H 1.9280 -0.7821 0.6303  C4 1.121
25 H 1.9876 1.3831 2.4000  C5 1.114
26 H 3.4432 1.8483 1.3258  C5 1.113
27 H 1.1269 0.9745 -0.3556  C6 1.118
28 H 2.0254 2.5172 -0.3493  C6 1.124
29 H -0.1833 3.2125 0.2866  C7 1.120
30 H 0.7332 3.2505 1.8460  C7 1.123
31 H -0.7460 1.8680 2.8477  C8 1.127
32 H -1.7909 1.9496 1.3768  C8 1.116
33 H -0.4746 -0.1488 0.4935  C9 1.109
34 H 0.3252 -0.1753 2.1695  C9 1.122
35 H -1.5283 -0.0283 4.2632  C11 1.105
36 H -3.5271 -1.7373 4.5082  N12 1.018
37 H -4.1297 -2.8576 2.1683  C13 1.109
38 C -0.5336 6.6825 -1.6244  N39 1.486, H42 1.086, H43 1.089, H44 1.085
39 N -0.2785 5.4313 -0.8650  C38 1.486, O40 1.219, O41 1.219
40 O -1.2462 4.7842 -0.5039  N39 1.219
41 O 0.8862 5.1380 -0.6566  N39 1.219
42 H -1.6066 6.8119 -1.7318  C38 1.086
43 H -0.1007 7.5055 -1.0587  C38 1.089
44 H -0.0537 6.5807 -2.5921  C38 1.085
45 C 3.9302 6.5274 -0.2657  N46 1.486, H49 1.086, H50 1.088, H51 1.087
46 N 3.6045 7.8493 -0.8618  C45 1.486, O47 1.215, O48 1.214
47 O 4.0738 8.1018 -1.9542  N46 1.215
48 O 2.8894 8.5839 -0.2108  N46 1.214
49 H 4.5715 5.9836 -0.9532  C45 1.086
50 H 4.4411 6.7105 0.6770  C45 1.088
51 H 2.9924 5.9993 -0.1109  C45 1.087
52 C -7.7773 -3.1089 2.5726  N53 1.488, H56 1.087, H57 1.088, H58 1.089
53 N -6.7642 -4.1980 2.5175  C52 1.488, O54 1.209, O55 1.225
54 O -6.9836 -5.1982 3.1604  N53 1.209
55 O -5.7749 -4.0045 1.8221  N53 1.225
56 H -8.5893 -3.4215 3.2236  C52 1.087
57 H -7.2853 -2.2228 2.9677  C52 1.088
58 H -8.1372 -2.9401 1.5585  C52 1.089
59 C 4.8036 9.2354 -4.9583  N60 1.487, H63 1.086, H64 1.088, H65 1.088
60 N 5.1423 8.2686 -6.0358  C59 1.487, O61 1.218, O62 1.217
61 O 4.6348 8.4426 -7.1292  N60 1.218
62 O 5.9061 7.3664 -5.7448  N60 1.217
63 H 4.1185 9.9777 -5.3571  C59 1.086
64 H 4.3384 8.6741 -4.1508  C59 1.088
65 H 5.7301 9.7020 -4.6312  C59 1.088
66 C 5.8003 0.4464 9.1109  N67 1.488, H70 1.085, H71 1.087, H72 1.088
67 N 4.7525 -0.2000 8.2748  C66 1.488, O68 1.219, O69 1.215
68 O 3.6122 0.2202 8.3735  N67 1.219
69 O 5.1098 -1.1057 7.5482  N67 1.215
70 H 5.3395 1.2300 9.7033  C66 1.085
71 H 6.2289 -0.3197 9.7525  C66 1.087
72 H 6.5476 0.8594 8.4369  C66 1.088
73 C 1.0847 -2.6294 7.0305  N74 1.487, H77 1.086, H78 1.088, H79 1.087
74 N 0.5545 -3.8959 7.6025  C73 1.487, O75 1.217, O76 1.213
75 O -0.3414 -3.8085 8.4215  N74 1.217
76 O 1.0568 -4.9271 7.2069  N74 1.213
77 H 0.5464 -1.7952 7.4715  C73 1.086
78 H 2.1439 -2.5755 7.2727  C73 1.088
79 H 0.9282 -2.6640 5.9549  C73 1.087
80 C 1.4515 2.0223 10.6090  N81 1.487, H84 1.086, H85 1.088, H86 1.087
81 N 2.8187 1.9516 11.1884  C80 1.487, O82 1.216, O83 1.214
82 O 3.3955 0.8829 11.1328  N81 1.216
83 O 3.2612 2.9718 11.6764  N81 1.214
84 H 1.1906 1.0455 10.2126  C80 1.086
85 H 0.7717 2.3104 11.4075  C80 1.088
86 H 1.4696 2.7686 9.8183  C80 1.087
87 C -1.5121 -2.3737 -3.9653  N88 1.489, H91 1.087, H92 1.088, H93 1.087
88 N -0.5244 -2.2117 -5.0683  C87 1.489, O89 1.218, O90 1.212
89 O 0.0991 -3.2011 -5.4093  N88 1.218
90 O -0.4113 -1.1049 -5.5485  N88 1.212
91 H -1.5018 -3.4099 -3.6375  C87 1.087
92 H -1.2121 -1.7097 -3.1574  C87 1.088
93 H -2.4894 -2.1018 -4.3558  C87 1.087
94 C 0.3398 -6.3527 -5.9762  N95 1.487, H98 1.084, H99 1.088, H100 1.088
95 N -0.2279 -7.6022 -5.4027  C94 1.487, O96 1.217, O97 1.215
96 O -1.1402 -7.4894 -4.6048  N95 1.217
97 O 0.2613 -8.6511 -5.7731  N95 1.215
98 H -0.1907 -5.5047 -5.5578  C94 1.084
99 H 1.3935 -6.3184 -5.7095  C94 1.088
100 H 0.2078 -6.3966 -7.0549  C94 1.088
101 C -3.1164 1.7359 -6.5830  N102 1.487, H105 1.086, H106 1.087, H107 1.088
102 N -3.8674 0.7144 -5.8052  C101 1.487, O103 1.219, O104 1.212
103 O -3.2167 -0.0858 -5.1545  N102 1.219
104 O -5.0765 0.7506 -5.8745  N102 1.212
105 H -2.0529 1.5810 -6.4259  C101 1.086
106 H -3.3757 1.6052 -7.6310  C101 1.087
107 H -3.4231 2.7143 -6.2204  C101 1.088
108 C -9.2392 -7.6518 3.8222  N109 1.488, H112 1.086, H113 1.088, H114 1.087
109 N -10.2558 -6.7090 4.3616  C108 1.488, O110 1.218, O111 1.213
110 O -9.8720 -5.8557 5.1410  N109 1.218
111 O -11.3986 -6.8594 3.9824  N109 1.213
112 H -8.2710 -7.3997 4.2436  C108 1.086
113 H -9.5363 -8.6573 4.1110  C108 1.088
114 H -9.2306 -7.5393 2.7407  C108 1.087
115 C 7.1752 7.9936 -8.6037  N116 1.488, H119 1.081, H120 1.087, H121 1.087
116 N 8.6298 8.1644 -8.8675  C115 1.488, O117 1.217, O118 1.215
117 O 9.3815 8.1204 -7.9119  N116 1.217
118 O 8.9623 8.3363 -10.0236  N116 1.215
119 H 7.0301 7.8496 -7.5419  C115 1.081
120 H 6.6718 8.8947 -8.9454  C115 1.087
121 H 6.8414 7.1211 -9.1602  C115 1.087
122 C -6.6811 -4.3865 -1.6365  N123 1.488, H126 1.086, H127 1.088, H128 1.088
123 N -7.6940 -3.4440 -1.0897  C122 1.488, O124 1.222, O125 1.210
124 O -7.3060 -2.5901 -0.3062  N123 1.222
125 O -8.8365 -3.5913 -1.4613  N123 1.210
126 H -5.7107 -4.1365 -1.2181  C122 1.086
127 H -6.9792 -5.3917 -1.3479  C122 1.088
128 H -6.6777 -4.2720 -2.7181  C122 1.088
129 C -1.7399 -11.0688 -6.7290  N130 1.488, H133 1.086, H134 1.087, H135 1.087
130 N -2.7877 -11.7013 -7.5751  C129 1.488, O131 1.217, O132 1.215
131 O -3.9144 -11.2476 -7.5049  N130 1.217
132 O -2.4394 -12.6288 -8.2777  N130 1.215
133 H -2.1900 -10.2613 -6.1597  C129 1.086
134 H -1.3464 -11.8355 -6.0660  C129 1.087
135 H -0.9676 -10.6884 -7.3929  C129 1.087
136 C 2.6595 4.8735 -4.4976  N137 1.487, H140 1.086, H141 1.088, H142 1.088
137 N 1.6252 5.7891 -3.9466  C136 1.487, O138 1.217, O139 1.221
138 O 1.9941 6.6459 -3.1649  N137 1.217
139 O 0.4765 5.6136 -4.3222  N137 1.221
140 H 3.6245 5.1461 -4.0798  C136 1.086
141 H 2.3858 3.8603 -4.2118  C136 1.088
142 H 2.6591 4.9918 -5.5789  C136 1.088

Values from the calculation:
net charge: +1
2S+1: 1
LUMO: -3.2 eV
electronic energy: -4715.49351 Eh
highest occupied orbital energy: -11.87 eV



This record from the Open Molecules 2025 dataset describes one molecule with the formula C2H4OS2 in a non-equilibrium geometry. The level of theory is the ωB97M-V functional and the def2-TZVPD basis.

Bonds (Å) are listed after each position.
Atoms and positions in Å:
1 C 0.0849 0.7938 0.0785  C2 1.479, H4 1.090, H5 1.078, S8 1.854
2 C -0.7020 -0.2388 -0.6304  C1 1.479, O7 1.349, S9 1.688
3 H 0.5767 -0.6148 1.9975  S8 1.329
4 H -0.3400 1.5256 0.7658  C1 1.090
5 H 0.5672 1.3774 -0.6883  C1 1.078
6 H 0.6547 -1.5675 -0.3568  O7 0.982
7 O -0.2953 -1.5246 -0.6030  C2 1.349, H6 0.982
8 S 1.3785 -0.0640 1.0927  C1 1.854, H3 1.329
9 S -1.9247 0.3129 -1.6559  C2 1.688

Values from the calculation:
SMILES: OC(=S)CS
2S+1: 1
energy above the lowest of the compared OMol25 structures with the same formula, charge and spin: 56.5 kJ/mol
LUMO: 0.0 eV
electronic energy: -950.18718 Eh
highest occupied orbital energy: -8.79 eV



This record from the Open Molecules 2025 dataset describes a 10-piece molecular cluster, C4H28N2O11 overall in a non-equilibrium geometry. The level of theory is the ωB97M-V functional and the def2-TZVPD basis.

Bonds (Å) are listed after each position.
Atoms and positions in Å:
1 O -3.4098 0.0454 -0.5696  C2 1.226
2 C -2.5389 -0.6541 -1.0758  O1 1.226, N3 1.365, H9 1.091
3 N -1.2931 -0.8411 -0.5509  C2 1.365, C4 1.461, H10 1.014
4 C -0.7518 -0.0389 0.5440  N3 1.461, C5 1.536, C7 1.542, H11 1.107
5 C -0.7196 1.4585 0.2045  C4 1.536, O6 1.457, H12 1.084, H13 1.110
6 O 0.6111 1.8640 -0.2283  C5 1.457, H14 0.979
7 C -1.5379 -0.3449 1.8347  C4 1.542, N8 1.481, H15 1.092, H16 1.097
8 N -0.6363 -1.0103 2.8036  C7 1.481, H17 1.014, H18 1.022
9 H -2.7562 -1.2483 -1.9643  C2 1.091
10 H -0.5865 -1.2053 -1.1807  N3 1.014
11 H 0.3017 -0.3174 0.7397  C4 1.107
12 H -1.3403 1.7245 -0.6434  C5 1.084
13 H -0.9575 2.1086 1.0716  C5 1.110
14 H 1.0258 2.2828 0.5530  O6 0.979
15 H -1.9039 0.5789 2.2866  C7 1.092
16 H -2.4841 -0.8792 1.6874  C7 1.097
17 H -1.1474 -1.2368 3.6497  N8 1.014
18 H -0.3583 -1.9288 2.4525  N8 1.022
19 H 1.2517 2.2967 2.7297  O21 0.986
20 H 1.7038 3.7193 2.2852  O21 0.961
21 O 1.7705 2.7896 2.0516  H19 0.986, H20 0.961
22 H 1.8894 0.7627 -0.6549  O24 0.999
23 H 2.8239 -0.3853 -0.1013  O24 0.981
24 O 2.6356 0.1470 -0.9034  H22 0.999, H23 0.981
25 H -0.3661 1.1807 -4.3269  O27 0.962
26 H 0.7640 0.1755 -4.0888  O27 0.978
27 O -0.2035 0.2388 -4.2161  H25 0.962, H26 0.978
28 H 1.7955 -1.2811 1.9359  O30 0.968
29 H 2.2229 -2.3699 0.9883  O30 0.969
30 O 2.5102 -1.5074 1.3228  H28 0.968, H29 0.969
31 H -4.3949 2.5304 1.0377  O33 0.959
32 H -3.5482 1.2636 0.6543  O33 0.984
33 O -3.6367 2.0033 1.2969  H31 0.959, H32 0.984
34 H 3.2115 0.3214 -4.0931  O36 0.961
35 H 2.5442 0.1306 -2.6949  O36 0.991
36 O 2.3964 0.0382 -3.6703  H34 0.961, H35 0.991
37 H -0.3681 -3.3662 -0.3392  O39 0.964
38 H 1.0895 -3.2932 -0.7841  O39 0.976
39 O 0.5227 -3.5970 -0.0505  H37 0.964, H38 0.976
40 H 1.9293 -2.1108 -2.9516  O42 0.963
41 H 2.1410 -1.3982 -1.5949  O42 0.986
42 O 1.8281 -2.2401 -2.0025  H40 0.963, H41 0.986
43 H -0.8032 1.6344 3.5266  O45 0.965
44 H 0.1707 0.4784 3.3659  O45 0.980
45 O 0.1153 1.3970 3.7015  H43 0.965, H44 0.980

Values from the calculation:
SMILES: NC[C@H](CO)NC=O.O.O.O.O.O.O.O.O.O
2S+1: 1
energy above the lowest of the compared OMol25 structures with the same formula, charge and spin: 99.6 kJ/mol
LUMO: 0.4 eV
electronic energy: -1106.40803 Eh
highest occupied orbital energy: -10.21 eV